1.
Computed, not measured: C49H77Cl44FO3 as an isolated structure in a non-equilibrium geometry, with ωB97M-V/def2-TZVPD.

Computed properties:
Kohn-Sham gap: 0.2434 hartree
E_LUMO: -1.31 eV
E_HOMO: -7.94 eV
F_max: 0.1623 Eh/bohr
E_tot: -611880.1825 eV

Last column: Mulliken charge in e.
Element x y z (Å)
C  -1.74498  1.20205  -0.92753  -0.81
H  1.55792  4.52613  12.17624  0.32
Cl  -3.13992  3.96600  8.39640  -0.09
H  -3.66711  9.17999  -0.90563  0.11
H  4.16475  1.84623  3.74619  0.02
C  -0.46872  -8.81298  -8.07574  0.86
H  -4.22167  4.67207  3.77638  0.24
H  2.98523  2.85735  6.57236  0.28
H  2.39271  3.12800  -1.30606  0.29
H  -4.96723  4.88568  9.57607  0.30
C  4.49094  -2.89966  4.02187  -0.39
H  -1.32618  -8.18414  -8.32741  -0.13
H  0.92783  -1.91133  7.35362  0.24
H  -3.13354  -1.04909  -3.00137  -0.05
H  -1.85637  3.47785  2.34441  0.38
C  -1.89595  2.49826  1.67416  -0.99
C  -2.25264  0.82062  3.98049  0.10
C  -4.15369  -8.77553  -8.34469  -0.29
Cl  -2.43148  3.15834  -2.09651  -0.08
C  1.60937  -10.38676  -4.42380  0.38
H  -1.57220  1.34432  -2.07739  0.72
H  -0.47559  0.50027  6.64487  0.40
C  0.91417  5.22409  11.63543  -0.38
Cl  2.93154  -3.04627  -5.29793  -0.15
Cl  -5.67203  1.42120  -2.96037  -0.07
Cl  -3.88952  6.20772  2.01338  -0.10
H  0.90946  -4.85272  -6.06181  -0.17
F  -0.72341  -1.77586  -2.00679  -0.33
Cl  2.06990  1.71139  -3.16769  -0.06
H  -1.53035  7.44122  9.86364  0.34
Cl  -1.33810  -5.07719  -5.37260  -0.09
C  -0.34770  4.91180  5.63097  0.22
H  3.26745  -11.60187  -7.98321  -0.06
H  -0.84156  4.36771  4.69312  -0.25
Cl  0.69837  6.15151  -8.27496  -0.14
Cl  -5.84293  -8.94862  -8.83598  -0.17
H  2.38345  -5.11942  3.86393  0.19
H  4.04480  3.75894  5.29368  0.22
C  0.40703  -5.30069  -5.20105  0.29
H  2.67276  1.40910  -0.90448  0.30
C  -2.33621  -1.79451  2.21147  -0.11
H  2.23175  1.55983  3.94639  0.03
H  2.52626  -1.13538  -6.62492  -0.11
C  -4.57765  4.75379  2.74652  -0.13
Cl  0.95505  4.82843  9.91304  -0.03
C  3.09795  3.07743  5.42150  -0.41
H  1.33676  2.79286  -7.19177  -0.47
H  5.54299  -3.60045  -0.73899  0.12
C  2.02902  2.10705  -1.44529  -0.63
H  -1.93701  -2.69103  -0.49556  0.22
H  -4.63907  -1.15910  -6.63799  0.35
H  0.37439  -5.51979  5.28169  0.28
Cl  2.67864  -4.19763  -2.10781  -0.04
H  -4.18023  4.46352  -2.99946  -0.25
H  2.77644  6.41845  -7.18546  0.28
C  1.02451  -4.64133  5.76001  -0.82
C  2.91601  -3.00529  4.57437  0.03
C  -3.33704  -1.70052  -2.04874  -0.58
H  -3.51077  -9.16331  -9.13858  0.28
H  2.56306  -0.27853  5.35407  -0.41
H  2.91254  -2.41894  5.59473  -0.06
C  -2.78699  8.85819  -1.46763  -0.21
O  -3.13666  -2.79131  1.82038  -0.58
H  4.10343  -0.87703  -9.58051  0.30
H  2.94593  6.37598  -8.96417  0.30
C  -6.96921  2.44101  -2.32616  -0.35
Cl  -1.79437  7.81955  -0.43767  -0.11
Cl  1.99533  0.00134  -10.18158  -0.12
H  0.00568  -8.44227  -7.16386  -0.34
C  5.92027  -3.07002  0.13870  0.09
Cl  -4.16878  -3.47158  -6.54889  -0.11
Cl  -5.28372  5.65061  7.36437  -0.13
C  4.72204  5.89929  2.95158  -0.34
H  1.36477  1.59222  -5.86813  -0.18
C  -1.59286  7.09691  8.82847  0.16
H  5.17741  -3.22380  4.91385  0.31
H  1.27787  6.24504  11.77466  0.27
H  5.87389  -1.16650  3.20968  0.20
Cl  0.38582  1.98902  -0.80428  0.24
Cl  4.82244  -5.88224  -1.07577  -0.16
C  -2.10696  1.00829  2.32489  0.74
H  -2.19966  9.73044  -1.76466  0.34
Cl  7.12254  -1.88222  -0.37956  -0.19
Cl  -3.74703  -7.08041  -8.05121  -0.11
H  -0.08148  6.00853  5.27630  0.24
O  -3.01060  1.63423  4.74350  -0.58
C  -2.14293  -0.36309  1.36807  0.15
Cl  0.82372  -7.01673  -5.12042  -0.28
Cl  -2.47690  -1.25693  -5.69348  -0.02
H  -3.99009  -9.34469  -7.42637  0.30
H  1.05881  -1.68583  -5.76589  0.00
C  -1.71076  2.57127  0.02172  -0.49
H  -1.09520  4.98670  6.54542  -0.14
H  2.27180  -2.46973  3.72674  0.20
O  0.85494  4.17682  6.05703  -0.26
Cl  -3.02851  7.79986  8.07372  -0.15
H  5.05498  6.38973  3.86953  0.27
C  0.25465  -1.87971  6.36933  -0.35
C  3.52118  0.38446  5.48422  0.06
C  2.79306  -11.97258  -8.89508  0.42
C  0.72337  2.15540  -6.55037  0.85
H  3.52278  0.73674  6.62388  0.34
Cl  2.97691  6.12278  2.78003  -0.13
Cl  -0.72903  5.10606  12.27644  -0.15
C  3.67494  0.12611  -9.64472  -0.36
H  -1.67654  6.00764  8.80636  -0.23
Cl  -5.95384  8.12727  0.40346  -0.09
Cl  -7.68312  6.40861  2.00179  -0.15
H  2.01141  -10.43322  -3.40880  0.36
Cl  -0.17879  1.01999  -7.56126  -0.16
H  0.73997  -4.81024  -4.28310  0.07
C  -7.12313  8.06274  1.72766  -0.36
C  2.44350  5.92801  -8.10341  -0.35
H  2.99513  -4.96256  0.10390  0.17
C  -0.68301  -3.24772  4.02677  -0.66
H  3.30498  -5.04485  5.54976  0.28
C  -0.54650  -0.46556  5.98705  -0.51
H  4.01192  -0.79675  3.00350  0.21
Cl  3.78003  0.89932  -8.05852  -0.15
C  0.20990  -3.23984  5.44106  0.52
Cl  2.86019  4.21197  -8.02278  -0.10
C  -1.41025  -0.48859  4.59193  0.23
C  -3.09950  4.58681  -2.89533  0.71
H  5.22447  6.34725  2.09082  0.33
H  4.23652  0.72155  -10.36865  0.33
C  -1.95813  -1.70507  -1.13971  0.24
Cl  2.23307  -13.62670  -8.62095  -0.16
C  -4.82913  4.45278  8.58232  -0.39
Cl  6.62502  -4.24085  1.26002  -0.15
H  1.16094  -9.40575  -4.59847  -0.35
Cl  3.96235  -11.90804  -10.21929  -0.18
Cl  -3.31403  7.99781  -2.91915  -0.12
C  -4.13720  -1.81784  -5.92513  -0.40
H  -7.07979  2.25124  -1.25575  0.25
H  -4.18928  -1.28073  -1.35040  0.24
H  -4.65948  -1.78953  -4.96573  0.22
Cl  -1.02871  -10.46711  -7.80161  -0.15
Cl  5.13873  4.18324  3.03221  -0.09
Cl  -2.38870  4.80998  -4.49842  -0.22
H  -5.46724  3.57272  8.47133  0.33
H  -2.88573  5.46800  -2.28558  -0.13
C  -1.96115  -0.31650  -0.26825  0.12
C  -1.46869  -1.86200  3.63991  0.25
H  -1.52952  3.66041  -0.41828  0.62
Cl  -6.60995  4.15416  -2.57296  -0.17
H  5.16469  -1.18135  6.00108  0.29
Cl  2.92707  -10.63076  -5.57663  -0.13
H  -0.72195  -4.22545  3.35692  0.27
C  3.27530  1.71266  4.50133  -0.10
H  -7.98059  8.69158  1.47598  0.36
H  -5.66746  4.83284  2.73802  0.11
H  1.18240  3.47947  4.06405  0.14
H  1.93560  -11.34373  -9.14676  -0.03
Cl  1.41189  -2.86801  -7.77941  -0.17
C  4.91423  -0.40873  5.13622  -0.70
C  3.13323  -5.39547  -0.88985  -0.24
H  2.49512  -6.27552  -1.00085  0.32
C  2.44307  -4.54054  4.90121  -0.45
H  -7.90013  2.19474  -2.84262  0.32
H  5.83653  0.34925  5.12479  0.32
H  5.09848  -2.55019  0.63713  0.09
C  1.79529  3.96326  4.94293  0.25
H  1.17704  -4.86381  6.89862  0.31
Cl  0.36531  -11.62916  -4.60736  -0.14
H  2.18195  5.00479  4.56572  -0.19
Cl  0.70057  -8.74845  -9.39994  -0.18
C  4.80476  -1.28472  3.72412  -0.30
C  1.93893  -2.00763  -6.32790  0.44
Cl  -4.09867  3.30425  1.85529  0.01
H  -6.64873  8.43345  2.63954  0.24
Cl  -0.12340  7.57875  7.97206  -0.15
H  4.64759  -3.55121  3.03904  -0.09
Cl  -0.37010  3.17254  -5.60452  0.02
H  -3.57372  -2.82611  -2.30208  0.36

=====

2.
Computed, not measured: C49H32AlBrN5 as an isolated structure, with ωB97M-V/def2-TZVPD.

Computed properties:
Kohn-Sham gap (spin up / spin down): 0.1926 / 0.1927 hartree
net charge: +1
E_LUMO (spin up / spin down): -4.15 / -4.15 eV
E_HOMO (spin up / spin down): -9.39 / -9.39 eV
F_max: 0.0180 Eh/bohr
E_tot: -135422.8075 eV

Last column: Mulliken charge in e.
Element x y z (Å)
N  1.65579  -0.59552  0.99571  0.06
C  2.45188  -4.48975  2.82902  -0.07
C  3.84445  -0.37207  1.64684  -1.20
C  3.55520  2.47303  2.02121  -0.36
C  -3.71194  4.28979  0.02740  0.24
C  2.62771  0.30723  1.33871  1.09
C  2.93621  -6.51080  0.99889  -0.95
C  -2.70151  1.25489  -0.01056  0.35
H  -2.75460  -5.27140  -4.75922  0.44
C  -2.22605  -1.80594  -1.74601  0.20
C  2.21478  -1.83240  1.19490  0.30
C  0.79763  3.52681  2.04525  -1.51
C  5.66115  3.51214  1.50950  -0.92
H  2.44669  3.22329  -2.81730  0.51
C  -5.16621  5.40304  1.58022  -0.40
C  2.39990  1.65872  1.59419  0.83
H  -1.12701  4.55545  2.08544  0.52
C  1.51249  -3.02654  1.06127  1.48
C  -3.30938  3.41039  1.02649  -0.54
H  2.13303  -5.16711  -0.46501  0.52
H  -1.68672  -4.25359  -2.83645  0.64
C  -1.51774  -3.92594  -0.57875  -1.59
H  4.52049  2.36127  0.10779  0.43
C  -2.31745  2.34390  0.75888  1.43
C  -3.84814  3.53375  2.30222  0.15
H  -0.58515  -0.58321  -2.69819  0.72
H  -4.57438  -1.54533  -5.72271  0.42
C  0.95439  2.16311  -3.93829  -0.39
C  -2.73997  -2.37305  -2.98261  1.18
C  5.73009  4.00558  2.80218  -0.42
N  0.00352  1.60415  1.07008  0.34
C  -4.01282  -2.16060  -5.03630  -1.27
H  6.44581  3.72832  0.79892  0.42
H  -3.54212  2.83919  3.07015  0.49
H  4.25133  -2.51445  1.78029  0.58
C  -2.98150  -4.24597  -4.50758  -1.06
H  2.24804  -3.70275  3.53997  0.48
H  3.12827  -7.29744  0.28374  0.41
C  0.25324  -3.06151  0.47779  0.14
H  2.85481  2.72328  4.02677  0.54
C  2.37410  -5.31907  0.57640  -0.05
N  0.73836  0.59010  -1.65813  0.44
H  -5.87700  6.18524  1.79583  0.41
C  1.73539  2.41275  -2.82244  -1.06
C  4.58181  2.74039  1.11983  0.19
C  1.12606  2.22213  1.57422  0.81
C  -3.47660  -1.59980  -3.89606  -0.52
H  -2.32751  -4.55614  -0.88783  0.87
C  -0.51453  -4.24196  0.28634  -1.46
C  3.64053  2.95418  3.32320  -0.18
N  -1.88319  0.21641  -0.39458  0.27
H  -3.29573  4.18933  -0.96566  0.49
N  -0.35263  -2.00084  -0.16823  0.39
C  -4.62675  5.28886  0.30943  -0.93
C  -2.40894  -3.67715  -3.38914  -0.61
H  -3.61618  -0.54404  -3.73138  0.83
H  1.49450  4.22658  2.45873  0.64
H  -4.84222  1.71696  -0.37661  0.61
H  4.76438  0.10776  1.91606  0.63
H  3.65633  -7.64174  2.66970  0.42
H  3.20085  -5.84499  4.30003  0.40
C  4.72640  3.71599  3.71203  -0.94
C  -1.02173  2.50307  1.23682  0.24
H  -4.75186  -0.45692  -1.91189  0.84
C  -0.53661  3.69321  1.85321  -1.72
C  -4.77972  4.51860  2.57315  -0.89
H  -4.92635  5.97371  -0.46908  0.40
C  0.03702  0.29731  -2.74702  -0.31
H  -5.21100  4.59129  3.55915  0.40
C  -3.99532  1.09071  -0.57811  -1.35
C  1.57248  1.62540  -1.69447  0.13
H  2.12357  1.82013  -0.78514  0.39
C  -1.37509  -2.54539  -0.89073  0.51
C  -3.94027  -0.00930  -1.37586  -1.93
H  -0.32548  -5.19092  0.74683  0.73
Al  -0.01367  -0.10712  0.12379  -0.29
C  -3.83466  -3.50726  -5.31157  -0.49
C  3.23029  -6.70608  2.33855  -0.43
Br  -1.09067  0.71032  -5.32251  -0.11
C  2.98846  -5.69216  3.25264  -0.88
C  0.08017  1.08506  -3.88719  -0.38
C  -2.62693  -0.54785  -1.25480  0.82
H  4.78933  4.08332  4.72402  0.40
H  6.56351  4.62310  3.09516  0.42
C  3.57829  -1.70428  1.58300  -1.83
H  1.01382  2.78878  -4.81423  0.50
H  -4.31716  -3.96343  -6.16084  0.42
C  2.12792  -4.29620  1.49052  -0.47